(1)
Here is a cluster of 6 separate species, CH14N2O6 in total in a non-equilibrium geometry from OMol25. Energies are from the ωB97M-V functional and the def2-TZVPD basis.

Properties
- ΔE to the lowest compared entry with this formula, charge and spin (kcal/mol) = 36.7
- Kohn-Sham gap (eV) = 10.8
- DFT total energy (hartree) = -607.4377
- LUMO (Eh) = 0.0019

Last column: natural (NBO) charge in e.
Positions of all 23 atoms, in Å:
H  1.1797  -0.9394  3.6404  0.39
O  3.5825  -1.3029  0.8776  -0.94
H  -0.1846  2.8897  -0.2406  0.46
H  3.0738  -0.6815  0.3285  0.46
H  1.1196  0.7837  -2.0318  0.47
H  -1.3243  -0.8995  0.4782  0.42
H  -3.5352  -1.2404  -0.9314  0.48
O  -2.1814  1.9917  -2.5918  -0.98
H  -2.9780  -0.5567  -2.2990  0.50
O  0.2455  0.6147  1.8972  -0.63
H  1.1362  -2.3651  2.7935  0.39
N  1.1188  -1.3244  2.7549  -0.89
O  -0.1809  2.0608  -0.4120  -0.96
H  -1.2524  1.8204  -2.5460  0.50
C  0.2393  -0.5808  1.8639  0.81
H  -2.7522  1.4455  -2.0013  0.48
O  1.1549  0.3974  -2.8384  -0.92
H  2.9807  -1.2775  1.6096  0.47
H  -0.8838  -2.2689  1.3249  0.39
H  0.7353  -0.3771  -2.7446  0.45
N  -0.5608  -1.3869  1.0172  -0.86
H  -0.2442  1.5893  0.3967  0.49
O  -2.9221  -0.6939  -1.3533  -0.98


(2)
Here is a structure of composition H2InO2 in a non-equilibrium geometry from OMol25. Energies are from the ωB97M-V functional and the def2-TZVPD basis.

Properties
- ΔE to the lowest compared entry with this formula, charge and spin (kcal/mol) = 27.5
- Kohn-Sham gap (eV) = 3.9
- DFT total energy (hartree) = -341.2375
- total charge = +1
- LUMO (Eh) = -0.4016

Last column: natural (NBO) charge in e.
Positions of all 5 atoms, in Å:
O  0.6681  -1.0400  1.6335  -0.64
H  -1.6227  0.7943  -1.8544  0.47
In  1.4971  0.8749  -0.1613  1.30
O  -0.6556  0.9258  -1.8654  -0.62
H  0.1131  -1.5551  2.2475  0.48